Here is C30H75B2CdF8KN5O4S as an isolated structure at a distorted geometry from the OMol25 dataset. Energies are from the ωB97M-V functional and the def2-TZVPD basis.

Output
total charge: -1
LUMO energy: 0.04922 Eh
HOMO energy: -4.67 eV
HOMO-LUMO gap: 6.01 eV
calculated total energy: -3777.7733 hartree

Each line ends with the Löwdin charge.
CARTESIAN COORDINATES (ANGSTROEM)
Cd: 3.4639 -1.2186 0.6085  1.479
K: 0.7027 2.4439 -1.5748  0.841
S: 3.9043 -3.7629 -0.1056  0.221
F: 2.1998 0.4674 0.8693  0.028
F: 2.8137 0.8221 -2.2943  0.092
F: 0.6902 -1.2161 1.4223  0.151
F: 0.1850 0.4625 -0.1135  0.066
F: 4.8215 1.7759 -2.2942  0.130
F: 3.2318 2.4833 -0.7047  0.057
F: 1.6890 -1.1967 -0.6023  0.088
F: 4.2393 0.3712 -0.6150  0.045
O: 4.9801 -4.6589 0.2785  -0.370
O: 2.8671 -4.4283 -0.9127  -0.375
O: 4.3093 -2.4998 -0.7859  -0.477
O: 3.2700 -3.1820 1.1087  -0.492
N: -1.1517 1.8321 -3.5528  -0.253
N: -5.2226 0.4810 2.1103  -0.176
N: -0.2577 4.4770 0.3565  -0.210
N: 4.9291 -0.7851 2.2174  -0.245
N: -0.2261 -5.4620 -1.5444  -0.139
C: -6.1029 0.4511 0.9543  -0.268
C: -5.7778 -0.1664 3.2909  -0.251
C: -0.7476 -2.9939 -1.8239  -0.055
C: 0.4161 3.2904 -4.7873  -0.070
C: -2.5371 1.5491 -3.2236  -0.252
C: -2.7711 1.0246 -1.7996  -0.083
C: -0.2105 3.8442 1.6794  -0.234
C: 1.0713 6.5783 1.0540  -0.073
C: 6.8784 -1.4050 0.7514  -0.062
C: -1.5493 5.1562 0.1464  -0.259
C: -0.8478 -6.7651 -1.8391  -0.267
C: 3.0354 -0.3994 3.8656  -0.075
C: 5.1988 0.6790 2.1991  -0.243
C: -3.8897 0.0123 1.6728  -0.230
C: -1.2338 -4.4659 -1.9143  -0.265
C: -0.5590 -0.0114 -5.1783  -0.063
C: -2.8182 0.7346 2.4536  -0.087
C: -5.9597 -1.6812 3.2326  -0.080
C: -1.1171 -5.4637 0.9139  -0.095
C: -2.6440 4.2128 -0.3146  -0.072
C: 0.8353 5.4216 0.0892  -0.288
C: 4.2891 -1.2045 3.4893  -0.260
C: 0.0306 -5.3782 -0.0986  -0.264
C: 1.1853 3.3490 2.0779  -0.058
C: -7.5316 1.0253 1.0967  -0.088
C: -0.8358 -7.0408 -3.3657  -0.100
C: 6.1664 -1.5825 2.0987  -0.254
C: 6.2189 1.1117 3.2477  -0.084
C: -1.0753 2.8426 -4.5832  -0.246
C: -0.3692 0.5863 -3.7750  -0.227
B: 3.7716 1.4060 -1.4542  -1.262
B: 1.1562 -0.3842 0.4146  -1.351
H: 0.1531 0.5010 -5.8310  0.068
H: -2.3116 0.0475 -1.6042  0.063
H: -2.4346 1.6402 -0.9700  0.044
H: -5.0290 -2.2343 3.3850  0.067
H: -6.5894 -2.0497 4.0442  0.070
H: 5.7980 -2.6117 2.2083  0.108
H: -5.2679 0.1713 4.1957  0.113
H: 4.9577 -1.3010 4.3547  0.107
H: -0.2620 -2.9020 -0.8547  0.053
H: -1.5455 -2.2637 -1.9554  0.055
H: -7.9807 0.9145 2.0882  0.052
H: 7.7163 -0.7407 0.9755  0.066
H: 6.1870 0.5590 4.1877  0.067
H: 0.8311 -6.0548 0.1931  0.117
H: 0.2631 7.2985 0.9001  0.070
H: -0.4560 -7.9918 -3.7338  0.058
H: 1.9311 4.1324 1.9162  0.065
H: -0.7612 2.9035 1.6082  0.100
H: -3.5628 4.7711 -0.5229  0.080
H: -0.6056 -0.1845 -3.0435  0.104
H: -3.8219 0.7408 -1.6830  0.069
H: -1.7768 5.5604 1.1461  0.110
H: -3.0370 0.7894 -3.8438  0.116
H: -1.7079 -4.5536 1.0193  0.060
H: 2.1664 -0.9428 4.2395  0.080
H: 7.2412 0.8506 2.9425  0.065
H: -6.2477 -0.5670 0.5592  0.105
H: -1.8375 0.7654 1.9752  0.057
H: 4.3395 1.3354 2.3396  0.103
H: 1.2790 3.0728 3.1253  0.086
H: 1.9868 7.1181 0.8209  0.078
H: -2.3877 3.9483 -1.3464  0.065
H: -2.1345 -4.5650 -1.2892  0.102
H: -1.5649 -4.6118 -2.9453  0.098
H: -1.4204 2.4359 -5.5446  0.113
H: -0.2331 -6.3254 -3.9348  0.071
H: -6.7525 0.3108 3.4145  0.086
H: -0.0896 -0.9996 -5.1718  0.081
H: 2.5455 0.1634 3.0739  0.041
H: -5.7360 0.9938 0.0802  0.101
H: 0.4319 -4.3829 0.0992  0.086
H: -0.6107 4.5010 2.4605  0.114
H: 1.7533 4.8444 -0.0737  0.096
H: -0.1923 -7.5315 -1.4167  0.112
H: -0.6268 -5.5857 1.8828  0.071
H: -7.6531 2.1052 0.9705  0.066
H: -3.7700 0.2746 0.6250  0.079
H: 0.4972 4.0517 -5.5634  0.075
H: -1.5954 3.7735 -4.3627  0.112
H: -2.8145 3.4110 0.3960  0.067
H: 4.0177 -2.2632 3.4250  0.106
H: 6.8042 -1.5726 2.9933  0.114
H: 5.5669 0.9703 1.2181  0.107
H: -3.7237 -1.0633 1.7968  0.118
H: 0.8057 3.6420 -3.8300  0.036
H: 1.4921 2.5449 1.4118  0.054
H: 6.2177 -1.0766 -0.0412  0.049
H: 1.0642 6.1887 2.0719  0.069
H: 3.3810 0.3300 4.6043  0.070
H: -8.1686 0.5265 0.3670  0.069
H: 0.6684 0.8820 -3.6400  0.078
H: -1.8489 -6.9296 -1.4287  0.098
H: 1.0794 2.5060 -5.1542  0.071
H: 0.0293 -2.8362 -2.5730  0.083
H: 6.2002 2.2003 3.2986  0.075
H: -1.8418 -6.7921 -3.7191  0.054
H: -3.1477 2.4432 -3.3658  0.108
H: -2.6502 0.3018 3.4468  0.072
H: -6.3552 -1.9746 2.2608  0.067
H: -1.5597 6.0122 -0.5300  0.118
H: 0.7491 5.8826 -0.9028  0.115
H: 7.2259 -2.3731 0.3906  0.081
H: -1.7252 -6.3559 0.7341  0.057
H: -1.5805 -0.0801 -5.5365  0.073
H: -3.0763 1.7622 2.7244  0.070